1.
{
  "formula": "C43H47N4O3",
  "method": "wB97M-V/def2-TZVPD",
  "elements": ["C", "C", "H", "O", "H", "H", "H", "C", "C", "N", "C", "H", "H", "C", "C", "H", "H", "H", "H", "C", "H", "O", "C", "C", "H", "H", "C", "H", "H", "H", "H", "H", "C", "H", "C", "H", "C", "C", "C", "H", "H", "C", "H", "C", "C", "C", "C", "C", "N", "H", "N", "H", "C", "C", "C", "H", "C", "H", "H", "H", "C", "H", "C", "C", "C", "H", "H", "C", "H", "C", "H", "C", "H", "H", "H", "C", "H", "C", "C", "H", "C", "O", "H", "H", "C", "H", "H", "H", "C", "H", "C", "C", "C", "H", "N", "H", "C"],
  "xyz": [[4.03, -4.97, -0.48], [-0.35, -3.49, 0.74], [-6.32, 3.38, -3.13], [0.27, -3.12, -0.27], [1.77, -4.62, 4.34], [-2.68, 6.24, -3.79], [-3.04, 2.77, 1.86], [0.15, 3.43, -0.91], [-3.23, -1.14, 4.90], [-1.86, -5.45, 1.35], [-3.94, 4.28, -2.62], [6.37, 1.08, -2.72], [0.50, 1.47, -1.57], [1.14, 5.28, -0.10], [2.41, 1.42, 0.31], [7.32, 2.26, -1.79], [-0.18, -8.00, 0.19], [-4.44, 0.49, 5.63], [-1.38, 2.77, 1.18], [-2.91, 3.57, -0.11], [-1.03, -0.71, 0.80], [0.81, -6.03, -1.93], [1.86, -5.82, -1.10], [1.49, -5.78, 0.24], [-2.10, 4.28, 1.78], [2.28, 6.03, -2.54], [-4.15, 3.07, -0.53], [-3.21, -3.82, 1.37], [6.74, 2.68, -3.41], [-4.71, 2.40, 0.12], [5.04, -4.68, -0.76], [-3.11, 0.76, 1.51], [-1.99, 5.84, -3.03], [1.92, 5.91, 0.29], [-5.98, 2.85, -2.24], [-1.81, -2.48, 4.04], [-4.66, 3.41, -1.79], [-3.02, -4.77, 1.89], [6.48, 2.15, -2.49], [1.99, 1.97, 1.16], [4.02, 6.28, -2.65], [-2.39, -1.58, 3.88], [1.27, -4.80, -3.58], [3.55, 4.47, -1.70], [2.32, -5.21, 1.20], [-0.69, -4.90, 0.98], [-3.88, 0.10, 4.78], [-0.23, 2.13, -1.09], [0.09, -5.90, 0.53], [-1.29, 1.92, -1.18], [-0.78, 4.47, -0.79], [-4.30, 1.78, 3.50], [-0.17, 5.56, -0.21], [-2.72, 4.82, -2.21], [-2.33, 3.33, 1.25], [-1.14, 5.40, -3.57], [-1.82, -6.82, 1.10], [3.25, -5.46, 3.76], [-5.92, 1.78, -2.48], [-0.63, -3.06, 2.79], [-3.80, 0.81, 3.57], [-2.88, -4.55, 2.96], [1.02, -5.85, -3.35], [-3.07, 0.29, 2.49], [-2.25, -0.86, 2.66], [-3.33, -1.75, 5.80], [4.67, 0.82, -0.95], [2.69, 3.58, -1.03], [1.60, 0.86, -0.17], [4.80, 4.00, -2.13], [-6.73, 2.97, -1.45], [3.14, 2.30, -0.65], [-4.34, 4.54, -3.61], [-2.65, -7.46, 1.31], [4.25, -4.33, 1.59], [-0.79, -2.59, 1.81], [-0.71, 6.44, 0.10], [3.22, 5.90, -2.00], [4.36, 1.85, -1.16], [5.46, 4.69, -2.67], [3.18, -5.48, -1.47], [1.70, -5.04, 2.38], [1.82, -6.52, -3.70], [3.21, 6.54, -1.11], [-0.62, -7.09, 0.55], [-3.89, -5.42, 1.78], [0.06, -6.12, -3.79], [-1.63, 6.69, -2.45], [5.19, 2.67, -1.92], [2.98, -3.72, 3.37], [-2.17, 4.32, -1.03], [-1.30, -1.33, 1.65], [2.49, -4.69, 3.53], [3.12, 0.68, 0.70], [1.39, 4.03, -0.66], [3.49, -5.56, -2.52], [3.61, -4.80, 0.84]],
  "molar_mass_g_mol": 667.87,
  "homo_energy_ev": -8.1,
  "total_charge": 1,
  "max_force_ev_per_a": 4.0,
  "e_tot_ha": -2111.17045
}

***

2.
{
  "formula": "C43H48AsN3P2S3Tl",
  "method": "wB97M-V/def2-TZVPD",
  "elements": ["H", "C", "H", "H", "C", "P", "H", "H", "H", "C", "N", "H", "C", "C", "C", "H", "C", "C", "C", "H", "H", "C", "H", "C", "C", "C", "H", "H", "H", "H", "C", "C", "C", "C", "C", "C", "C", "H", "H", "C", "C", "C", "H", "H", "H", "H", "C", "P", "C", "C", "C", "H", "C", "As", "H", "S", "H", "C", "H", "H", "H", "N", "H", "C", "C", "C", "H", "C", "C", "C", "C", "H", "H", "H", "S", "C", "C", "H", "N", "H", "H", "H", "H", "H", "H", "H", "H", "H", "H", "C", "C", "H", "S", "Tl", "H", "H", "C", "H", "C", "C", "H"],
  "xyz": [[2.32, -2.34, 0.18], [-2.37, -1.60, -3.85], [-5.62, -2.38, -4.44], [-0.80, 4.48, 2.83], [5.42, -0.27, 2.79], [-1.47, 1.83, -1.49], [-3.58, -1.94, -0.70], [-4.87, 1.09, 2.54], [3.84, -2.03, -4.42], [-4.72, -2.19, -2.49], [-3.55, -1.06, 1.74], [3.02, -4.56, 4.19], [6.48, -0.82, 2.08], [4.90, -2.10, 0.78], [1.00, 5.10, -1.73], [1.02, 1.67, 0.03], [1.87, -2.77, -3.98], [6.21, -1.74, 1.07], [-4.70, -1.28, 1.71], [2.90, 3.25, 0.38], [0.62, 0.52, 2.84], [-3.54, -1.88, -4.56], [3.33, -4.85, 0.95], [2.07, 4.76, -0.90], [-0.04, 2.97, -1.28], [2.43, -1.97, 1.20], [1.68, -4.87, 0.28], [-0.89, 4.49, -2.53], [-3.38, 4.98, 2.93], [-5.57, 3.68, 3.16], [2.91, -1.86, -3.88], [-0.82, 0.45, 4.47], [1.03, 2.64, -0.46], [-1.48, 1.60, -3.32], [-4.62, 3.24, 2.90], [-1.08, 0.35, -0.71], [-2.37, -1.64, -2.46], [1.48, 0.33, -1.73], [3.29, -0.20, 3.05], [0.29, 0.46, 5.53], [2.08, 3.53, -0.26], [-2.45, 3.16, 2.47], [-0.96, 3.90, 1.15], [5.61, 0.45, 3.58], [3.59, -0.04, -2.96], [1.12, 1.10, 5.23], [-0.33, 1.29, -5.42], [-0.94, -1.21, -1.41], [-2.73, 1.34, -5.36], [2.27, -4.92, 1.19], [3.20, -3.63, 3.64], [-0.08, 0.81, 6.50], [-3.56, -1.93, -1.79], [1.71, -3.44, 2.36], [-0.11, -3.29, -3.34], [-6.30, -1.58, 1.68], [7.03, -2.17, 0.51], [3.83, -1.55, 1.48], [2.89, 5.45, -0.76], [0.60, 1.20, -5.97], [0.99, 6.06, -2.22], [-2.90, 1.94, 2.33], [-1.17, 1.48, 4.35], [-2.69, 1.53, -3.99], [-4.25, 1.97, 2.60], [-1.55, 1.21, -6.08], [0.04, -1.10, 3.24], [-0.26, -0.05, 3.15], [2.78, -0.75, -3.07], [1.59, -0.53, -2.37], [-4.71, -2.18, -3.88], [-2.82, -0.38, 4.22], [-3.68, 1.28, -5.87], [1.97, -3.65, -4.60], [-3.10, 2.83, -0.96], [-1.99, -0.40, 4.94], [0.53, -1.42, -2.49], [-0.35, 2.82, 2.41], [-3.46, 3.99, 2.82], [2.08, -5.87, 1.69], [-1.48, -1.32, -4.39], [0.68, -0.55, 5.68], [-2.37, -0.06, 5.91], [4.71, -2.81, -0.02], [1.73, -1.14, 1.31], [-1.69, -1.45, 5.05], [3.19, -2.80, 4.35], [-1.57, 1.06, -7.15], [0.66, 1.57, -3.54], [4.11, -0.63, 2.49], [0.69, -2.56, -3.28], [-5.64, -2.40, -1.95], [-0.73, -2.60, 0.02], [-1.57, -0.01, 1.40], [7.50, -0.54, 2.31], [-3.52, -1.84, -5.64], [-1.06, 3.62, 2.20], [-3.61, 1.63, -3.42], [-0.30, 1.49, -4.04], [-0.05, 4.22, -1.91], [4.17, -3.68, 3.15]],
  "molar_mass_g_mol": 1044.33,
  "homo_energy_ev": -4.8,
  "total_charge": -1,
  "max_force_ev_per_a": 0.5,
  "e_tot_ha": -6117.29040
}